DFT (the ωB97M-V functional and the def2-TZVPD basis) results for a gas-phase ion, NO4S2 (charge -1).

Atoms and positions in Å:
N1 -0.0167 0.8740 -0.4868
O1 0.9921 1.4762 -0.7833
O2 -0.9301 1.3315 0.1828
O3 -0.1369 -0.3784 -0.9457
O4 0.5519 -0.8521 1.6277
S1 -0.9530 -3.0034 0.5101
S2 -0.6625 -1.1608 0.8984

Results
Calculated total energy: -1152.0301 a.u.
ΔE to the lowest compared entry with this formula, charge and spin: 71.9 kcal/mol
Frontier orbital gap: 8.389 eV
Total charge: -1
HOMO energy: -4.83 eV
E_LUMO: 3.6 eV

Charges in e, computed with natural (NBO), in the same order as the atoms: 0.704 -0.430 -0.453 -0.551 -0.934 -0.538 1.201